(1)
The following is a quantum chemistry calculation of a 4-piece molecular cluster, C52H41NO14P2 overall, from OMol25.

SMILES string = CCOP(=O)(CCC1=C(P(=N)(O)O)C(=O)OC1=O)OCC.O=C1c2ccccc2C(=O)c2ccccc21.O=C1c2ccccc2C(=O)c2ccccc21.O=C1c2ccccc2C(=O)c2ccccc21

ORCA input file:
```
! RIJCOSX wB97M-V def2-TZVPD def2/J DEFGRID3
* xyz 0 1
P 5.11 1.59 -1.59
P 8.07 -2.00 -1.38
O 7.29 -2.96 -2.54
O 4.49 2.73 -2.70
O 4.17 -3.75 -2.21
O 9.16 -2.88 -0.73
O -10.06 1.64 2.78
O -0.54 -3.31 -1.85
O -1.78 -8.43 -2.71
O -2.87 4.31 1.18
O 6.81 1.81 -1.48
O -8.06 6.30 4.42
O 8.68 -0.63 -2.19
O 3.67 0.26 -4.54
O 3.79 -1.95 -3.74
O 1.26 1.69 3.33
N 4.47 1.83 -0.13
C -3.19 -4.08 -1.39
C -10.41 3.61 4.01
C -0.64 3.88 -0.45
C 5.40 -1.73 -0.17
C -8.28 3.16 2.68
C -0.88 2.61 3.65
C 4.63 -0.11 -2.22
C -1.95 3.31 3.10
C -7.76 4.39 3.09
C -4.50 -4.52 -1.20
C -9.62 2.72 3.13
C -3.12 3.19 5.21
C -2.21 -4.96 -1.85
C 0.39 2.80 1.45
C 0.52 3.67 -1.19
C -11.69 3.23 4.40
C -0.94 2.18 4.98
C 2.13 -7.18 -3.53
C 0.85 -7.64 -3.25
C 6.96 -1.38 0.00
C -1.91 3.73 1.68
C 4.78 -1.37 -1.59
C 10.12 -0.48 -2.03
C -3.07 3.60 3.88
C -0.84 -4.47 -2.08
C 10.43 1.11 -2.24
C -9.87 4.81 4.46
C -11.89 5.24 5.71
C 1.55 2.59 0.70
C -4.83 -5.85 -1.47
C 1.47 -4.95 -2.88
C -7.54 2.35 1.82
C -6.52 4.82 2.62
C -0.70 3.46 0.88
C 8.13 -3.19 -3.71
C 2.44 -5.83 -3.35
C -1.51 -7.25 -2.54
C 7.76 -2.29 -4.98
C -2.05 2.48 5.76
C -12.44 4.05 5.24
C -8.53 5.25 4.02
C -6.30 2.77 1.36
C 3.97 -0.54 -3.62
C 1.61 3.03 -0.61
C -5.79 4.01 1.75
C 0.18 -5.41 -2.60
C 4.20 -2.55 -2.51
C 0.33 2.32 2.85
C -2.54 -6.30 -2.09
C -3.85 -6.74 -1.90
C -10.61 5.63 5.32
C -0.13 -6.76 -2.79
H 5.18 -2.81 0.16
H 6.94 2.62 -0.92
H 10.52 -0.73 -0.99
H 3.98 0.94 0.07
H 8.21 -2.83 -5.90
H -13.44 3.76 5.53
H 4.84 -1.07 0.60
H -12.47 5.88 6.37
H 10.31 1.57 -1.18
H -1.49 4.39 -0.90
H -6.12 5.78 2.93
H 2.52 2.88 -1.19
H 11.51 1.25 -2.57
H 6.64 -2.21 -5.19
H -3.90 4.16 3.46
H -2.10 2.15 6.79
H -4.82 4.34 1.38
H -5.26 -3.83 -0.85
H -3.98 3.43 5.82
H -2.94 -3.04 -1.19
H 7.96 -4.29 -4.03
H 9.66 1.60 -2.92
H 2.89 -7.87 -3.88
H 2.41 2.10 1.15
H 10.64 -1.05 -2.88
H 0.61 -8.69 -3.39
H -0.11 1.63 5.42
H 0.56 4.00 -2.22
H 8.25 -1.25 -4.98
H -12.12 2.30 4.04
H -5.72 2.14 0.68
H -5.85 -6.19 -1.33
H -7.93 1.39 1.50
H 9.25 -3.03 -3.47
H 7.34 -1.79 1.00
H -4.12 -7.77 -2.10
H 7.04 -0.23 0.06
H -10.20 6.56 5.68
H 4.74 2.50 -3.63
H 3.43 -5.47 -3.58
H 1.72 -3.90 -2.74
*
```

Results of the Mulliken charge analysis, in e, for atoms 1 through 5: atom 1 (P): 0.8507, atom 2 (P): 0.7118, atom 3 (O): -0.3542, atom 4 (O): -0.5330, atom 5 (O): -0.5961

---

(2)
The following is a quantum chemistry calculation of C52H42BaN11 as an isolated structure, from OMol25.

Energy above the lowest of the compared OMol25 structures with the same formula, charge and spin = 0.0 kcal per mole

ORCA input file:
```
! RIJCOSX wB97M-V def2-TZVPD def2/J DEFGRID3
* xyz -1 1
Ba 1.62 0.91 -0.79
N 1.59 -1.90 -1.93
N -0.13 -3.54 -2.41
N 3.55 -1.20 -0.94
N -4.00 -2.39 0.26
N -2.27 -1.12 1.05
N 2.08 -0.71 0.85
N -1.73 -2.61 -0.65
N -0.10 -0.68 0.18
N -0.35 -0.30 3.27
N 2.27 0.60 3.96
N 0.49 2.44 2.52
C 0.84 -1.34 0.78
C -1.70 0.26 -2.37
C -2.92 4.61 -1.90
C 1.86 4.65 0.09
C 2.94 -1.98 -1.95
C 2.23 -4.87 -3.96
C -4.42 0.33 -1.58
C -1.18 -3.48 -1.68
C 2.32 6.71 1.39
C 0.24 -3.87 1.30
C 4.65 -4.72 -3.90
C -2.66 0.90 -3.15
C -4.23 -6.38 -1.62
C -3.45 -0.24 -0.78
C -3.22 -4.35 -0.95
C 0.73 8.27 -0.24
C 0.32 -0.88 4.42
C -0.90 2.05 2.59
C -1.40 -1.07 -0.08
C -1.91 4.29 -2.79
C 1.14 2.84 3.75
C 0.88 6.92 -0.51
C 2.07 -5.32 0.65
C 3.46 -5.36 -4.32
C -0.63 4.02 -2.34
C 2.85 -4.24 0.25
C -1.18 0.87 3.52
C 2.18 8.06 1.66
C -3.41 -1.16 0.40
C -2.11 -0.26 -1.16
C 2.32 -2.98 0.41
C 1.38 8.85 0.84
C 2.16 -3.70 -3.19
C -3.00 -3.06 -0.32
C 1.04 3.76 -0.49
C -0.30 4.10 -0.97
C 4.61 -3.58 -3.14
C -2.14 -4.58 -1.79
C 1.08 -2.98 -2.58
C 2.83 -1.59 0.11
C -1.34 4.43 -0.09
C 3.36 -3.05 -2.79
C -2.63 4.67 -0.54
C 1.03 -2.80 0.92
C -4.29 -5.23 -0.86
C -3.99 0.95 -2.75
C 0.79 -5.14 1.17
C 1.39 0.06 5.00
C 1.67 6.11 0.31
C -3.14 -6.63 -2.46
C 2.43 2.04 4.00
C -2.09 -5.74 -2.56
H 1.87 0.34 3.07
H 2.80 4.30 0.50
H -3.93 4.81 -2.25
H 0.90 0.85 5.57
H 0.11 8.88 -0.89
H 1.97 -0.51 5.73
H 0.15 3.76 -3.04
H 0.21 -6.01 1.47
H 3.53 -6.26 -4.92
H 0.46 2.69 4.59
H -0.68 0.15 -2.72
H -1.03 1.19 4.56
H 2.83 2.33 4.98
H 2.46 -6.33 0.55
H -0.76 -3.72 1.67
H -5.13 -5.01 -0.21
H 1.31 -5.37 -4.26
H -2.12 4.24 -3.85
H 2.95 6.10 2.02
H 0.38 6.49 -1.36
H 3.83 -4.39 -0.19
H -3.41 4.91 0.17
H 5.61 -5.15 -4.19
H -1.23 1.79 1.58
H -5.04 -7.10 -1.57
H -2.25 0.63 3.44
H 3.17 2.32 3.25
H -0.37 -1.15 5.23
H -1.12 4.50 0.97
H -1.56 2.87 2.94
H -1.24 -5.91 -3.21
H -5.46 0.31 -1.30
H -2.37 1.36 -4.08
H 2.69 8.50 2.51
H 1.26 9.91 1.05
H 5.52 -3.10 -2.80
H 1.37 3.92 3.75
H -0.86 -0.98 2.73
H -4.71 1.46 -3.38
H 0.80 -1.80 4.08
H -3.13 -7.54 -3.05
H 0.68 3.05 1.74
*
```

Results of the Mulliken charge analysis, in e, for atoms 1 through 5: atom 1 (Ba): 2.1201, atom 2 (N): 0.4522, atom 3 (N): -0.0399, atom 4 (N): -1.0018, atom 5 (N): -0.8976

---

(3)
The following is a quantum chemistry calculation of C52H43BrIN11O6Sr as an isolated structure, from OMol25.

Energy above the lowest of the compared OMol25 structures with the same formula, charge and spin = 12.8 kcal per mole

ORCA input file:
```
! RIJCOSX wB97M-V def2-TZVPD def2/J DEFGRID3
* xyz -2 1
I -3.23 -0.98 -2.37
Sr 0.68 0.19 -0.19
Br -5.13 -3.32 -0.44
O -3.01 -6.44 0.55
O 1.23 -0.57 1.89
O 4.16 -2.72 2.09
O 3.02 -4.33 0.97
O -4.50 -5.85 2.06
O 1.34 -1.72 -0.92
N -2.16 1.45 -1.52
N 2.89 3.88 -1.67
N -1.48 -0.23 1.31
N 0.12 2.27 1.38
N 3.51 1.88 -1.13
N 2.18 1.81 -1.38
N -1.75 3.56 -1.63
N 3.92 3.09 -1.31
N -0.84 1.55 -1.77
N -2.70 2.62 -1.47
N 0.58 3.50 -2.08
C -5.02 -5.19 -4.11
C -0.02 -6.24 -1.19
C -0.47 3.74 3.67
C 2.33 -1.11 2.50
C 0.91 -5.32 -0.71
C 2.25 -3.14 0.77
C 3.26 0.03 2.95
C 4.59 0.17 2.60
C -0.86 -5.90 -2.25
C -3.58 -5.52 1.35
C 3.07 -2.03 1.46
C 5.31 1.30 2.99
C 0.49 3.54 1.50
C -0.96 0.27 2.35
C 5.37 -4.59 1.27
C 3.92 -4.17 -1.89
C -0.75 -4.64 -2.81
C -0.85 2.41 3.57
C 5.13 -4.17 -2.57
C 2.67 1.04 3.72
C -4.77 -3.67 -2.27
C 4.07 -4.12 1.88
C -3.48 -3.21 2.25
C -5.26 -4.86 -2.79
C 1.13 -3.50 5.93
C -0.63 2.86 -1.80
C -3.02 -4.13 1.32
C 0.70 -2.59 3.74
C -2.06 -3.74 0.39
C 3.76 -4.84 3.18
C 4.72 2.29 3.75
C -2.01 -1.54 1.35
C 2.36 -2.85 5.94
C 1.93 -1.94 3.73
C 3.38 2.16 4.11
C -1.55 -2.45 0.40
C 0.18 -3.73 -2.33
C 5.74 -2.96 -2.91
C 0.21 4.31 2.62
C -3.81 -3.14 -4.38
C -4.04 -2.78 -3.05
C -4.29 -4.33 -4.91
C 0.30 -3.36 4.83
C 1.96 -2.93 -0.76
C 1.02 -4.05 -1.27
C 3.90 -1.78 -1.90
C -2.98 -1.92 2.26
C 1.85 3.05 -1.71
C 3.29 -2.97 -1.54
C -0.53 1.71 2.41
C 2.76 -2.09 4.85
C 5.12 -1.77 -2.57
H 5.28 3.18 4.03
H 2.89 2.93 4.69
H 3.46 -5.11 -1.62
H -1.41 -4.35 -3.62
H 4.50 -4.59 3.94
H 6.68 -2.96 -3.43
H -0.67 -3.85 4.80
H 0.04 -2.48 2.89
H -4.09 -4.57 -5.95
H -4.24 -3.52 2.95
H 5.60 -5.11 -2.83
H 1.04 3.95 0.66
H -2.27 -6.05 0.06
H 5.57 -4.02 0.36
H -1.37 1.90 4.37
H 5.32 -5.65 1.01
H -0.78 -2.20 -0.32
H 1.27 -3.24 1.26
H 0.82 -4.09 6.78
H -3.23 -2.48 -5.00
H 3.02 -2.95 6.79
H 5.57 -0.82 -2.83
H -1.69 -4.40 -0.39
H 0.50 4.50 -2.06
H -3.36 -1.19 2.97
H 0.55 5.34 2.65
H 6.19 -4.44 1.97
H -0.70 4.31 4.56
H -0.08 -7.22 -0.74
H 3.78 -5.92 3.01
H -1.59 -6.61 -2.62
H -1.02 -0.23 3.32
H 1.54 -5.59 0.13
H 0.24 -2.73 -2.75
H 2.78 -4.56 3.55
H 5.09 -0.58 2.01
H -5.40 -6.13 -4.50
H 3.48 -1.36 0.70
H 3.72 -1.59 4.86
H -5.82 -5.53 -2.14
H 6.35 1.40 2.68
H 3.42 -0.83 -1.67
H 1.63 0.93 4.00
*
```

Results of the Mulliken charge analysis, in e, for atoms 1 through 5: atom 1 (I): 0.3563, atom 2 (Sr): 2.6752, atom 3 (Br): -0.0811, atom 4 (O): -0.6045, atom 5 (O): -0.5438

---

(4)
The following is a quantum chemistry calculation of C52H43F13N4O8P3RbS as an isolated structure, from OMol25.

Energy above the lowest of the compared OMol25 structures with the same formula, charge and spin = 4.0 kcal per mole

ORCA input file:
```
! RIJCOSX wB97M-V def2-TZVPD def2/J DEFGRID3
* xyz -2 1
Rb 1.04 -0.28 0.01
S -2.10 0.04 0.64
P -5.72 -0.31 -3.35
P -3.02 0.43 -2.08
P 2.23 2.01 1.91
F -0.13 -7.90 4.70
F 0.84 -4.01 1.12
F 5.90 -1.80 -1.68
F 4.83 1.87 -3.27
F -0.69 -5.96 0.42
F 2.33 -1.41 -3.13
F 6.12 1.13 -1.70
F 5.04 -0.71 -0.03
F 3.88 -2.23 -1.01
F 6.11 0.16 -3.64
F 4.29 -1.97 -3.86
F 1.39 -5.92 5.39
F 3.39 -0.09 -4.48
O -1.95 -0.19 -1.09
O -1.73 1.42 0.81
O -0.62 1.64 3.46
O 3.23 0.57 -1.57
O -0.74 2.05 -2.35
O -3.49 -0.27 0.82
O -0.17 -2.58 -1.09
O -1.14 -0.92 1.11
N -2.78 -8.25 -0.06
N 2.23 -1.54 2.26
N 3.38 -3.43 5.88
N -1.94 -10.24 3.57
C -0.22 -5.99 1.69
C -7.51 0.18 -1.18
C 0.59 -4.94 2.07
C -7.37 1.86 -2.88
C 5.32 0.74 -2.71
C 0.90 4.40 1.33
C 0.07 -6.94 3.77
C 2.13 -2.51 2.90
C -6.20 -4.34 -3.93
C -7.58 -4.51 -3.94
C -2.67 0.78 -4.85
C 1.63 6.11 -0.20
C -1.41 -0.97 -3.74
C 0.89 -5.89 4.14
C -1.20 -0.64 -6.12
C -8.29 2.65 -2.18
C 0.29 4.06 -3.04
C -1.69 -9.28 2.96
C 0.17 2.56 -2.98
C 4.15 -0.16 -2.18
C -6.49 -1.98 -3.48
C 4.76 -1.24 -1.22
C -0.55 -7.06 2.53
C -4.47 -0.67 -2.00
C 1.19 -4.81 3.32
C -5.66 -3.08 -3.71
C -5.12 3.51 -0.50
C 4.02 1.72 1.62
C -2.09 0.41 -6.06
C -7.87 -2.16 -3.52
C 2.71 5.32 -0.56
C -8.42 0.95 -0.48
C 3.55 -0.93 -3.43
C 2.89 4.07 0.02
C -4.78 4.58 -1.30
C 2.01 3.61 1.01
C -0.86 -1.34 -4.96
C -2.15 -8.18 0.92
C 1.16 1.76 -3.74
C 2.35 2.73 3.60
C -8.41 -3.42 -3.74
C -3.32 3.17 -2.59
C -3.66 2.08 -1.79
C -4.57 2.26 -0.74
C 2.75 -3.57 4.91
C -2.32 0.09 -3.69
C -3.88 4.41 -2.35
C -1.43 -8.16 2.14
C 0.72 5.64 0.73
C -8.81 2.19 -0.98
C -6.98 0.63 -2.39
C 2.02 -3.66 3.70
H 3.42 5.67 -1.30
H 3.73 3.45 -0.28
H -5.55 -5.19 -4.08
H -0.17 4.40 -3.97
H -1.12 -1.49 -2.84
H 2.01 1.54 -3.06
H 0.19 4.05 2.07
H -5.81 3.63 0.32
H -0.21 4.52 -2.19
H -6.95 2.22 -3.81
H -3.61 5.25 -2.98
H -1.06 1.66 2.60
H -8.00 -5.50 -4.09
H -9.51 2.80 -0.43
H 1.36 3.00 3.96
H -8.82 0.60 0.46
H -4.82 1.43 -0.09
H -3.39 1.58 -4.82
H 4.32 0.89 2.25
H -9.49 -3.55 -3.75
H -4.92 -0.62 -1.02
H 3.01 3.59 3.61
H -5.21 5.56 -1.11
H 1.50 7.09 -0.66
H -2.35 0.96 -6.96
H 4.62 2.60 1.86
H -4.58 -2.96 -3.72
H -0.19 0.77 3.49
H -7.21 -0.79 -0.78
H 2.75 1.95 4.26
H -4.05 -1.67 -2.14
H 4.19 1.42 0.58
H 0.75 0.80 -4.05
H -0.15 -2.16 -5.00
H -8.53 -1.31 -3.36
H -8.58 3.62 -2.57
H -2.60 3.05 -3.39
H 1.34 4.35 -3.06
H 1.56 2.31 -4.59
H 0.21 -3.39 -0.73
H -0.14 6.25 1.01
H -0.75 -0.92 -7.07
H -0.53 -2.15 -0.30
*
```

Results of the Mulliken charge analysis, in e, for atoms 1 through 5: atom 1 (Rb): 1.0116, atom 2 (S): 0.7033, atom 3 (P): 0.2744, atom 4 (P): -0.3819, atom 5 (P): 0.6999

---

Result set for total energy: -3797.0624 -2634.4785 -5963.7654 -5573.0974 hartree, one per record in the order listed.
Result set for F_max: 0.1067 0.0530 0.0350 0.0380 hartree/bohr, one per record in the order listed.